1.
20
Properties=species:S:1:pos:R:3 method="wB97M-V/def2-TZVPD" mol_weight_da=150.6 homo_lumo_gap_ev="8.706 / 7.627" e_lumo_ha="0.0097 / -0.0093" spin_multiplicity=1 homo_energy_ev="-8.4 / -7.9"
C 1.353 1.153 0.217
C 0.923 -1.190 1.161
C 1.220 -0.867 -1.285
C -2.684 1.722 -0.342
C 0.622 -0.173 0.060
N -1.623 -0.786 0.268
N -0.814 0.074 0.038
O -1.681 -1.975 0.549
Cl -3.570 0.358 -0.171
H 1.404 1.658 -0.740
H 0.887 1.667 1.010
H 2.520 0.989 0.488
H 0.213 -1.133 1.979
H 1.851 -0.994 1.581
H 0.732 -2.144 0.724
H 0.375 -1.256 -1.636
H 1.603 -0.035 -1.771
H 1.961 -1.516 -1.005
H -2.454 1.849 -1.445
H -2.838 2.601 0.320

=====

2.
51
Properties=species:S:1:pos:R:3 method="wB97M-V/def2-TZVPD" mol_weight_da=427.4 homo_lumo_gap_ev=7.853 e_lumo_ha=-0.0031 spin_multiplicity=1 homo_energy_ev=-7.9
C 2.308 0.134 3.645
C 2.459 -0.492 2.354
C 2.322 0.519 1.345
H 2.662 -1.534 2.138
C 2.089 1.759 1.992
C 2.074 1.538 3.426
H 2.038 2.718 1.481
C -1.381 -1.803 3.446
C -0.205 -2.333 2.807
C -0.388 -2.225 1.386
H 0.678 -2.738 3.309
C -1.635 -1.609 1.115
C -2.260 -1.356 2.390
H 2.485 0.390 0.273
H 1.853 2.294 4.171
H 2.217 -0.398 4.618
H -3.255 -0.943 2.508
H 0.272 -2.632 0.613
H -1.539 -1.674 4.529
Y -0.092 0.213 3.140
C -2.332 -1.516 -0.234
C -3.733 -2.171 -0.087
C -1.597 -2.295 -1.336
H -3.634 -3.226 0.221
H -4.268 -2.159 -1.046
H -4.358 -1.656 0.654
H -1.525 -3.358 -1.068
H -0.592 -1.895 -1.507
H -2.162 -2.225 -2.277
C -2.504 0.001 -0.714
C -1.309 0.761 -1.262
H -3.007 0.511 0.121
H -3.287 -0.061 -1.505
O -0.161 0.811 -0.764
N -1.448 1.490 -2.441
C -0.345 2.523 -2.435
H -2.375 1.747 -2.910
C 1.049 1.940 -2.555
C 2.185 2.581 -1.998
H 2.049 3.470 -1.379
C 3.472 2.075 -2.220
H 4.347 2.583 -1.793
C 3.664 0.918 -2.998
H 4.659 0.534 -3.180
C 2.544 0.272 -3.530
H 2.654 -0.634 -4.126
C 1.250 0.784 -3.309
H 0.376 0.278 -3.712
H -0.367 3.037 -1.453
H -0.565 3.227 -3.243
F -1.380 1.822 3.401

=====

3.
74
Properties=species:S:1:pos:R:3 method="wB97M-V/def2-TZVPD" charge=+1 mol_weight_da=719.8 homo_lumo_gap_ev=8.969 e_lumo_ha=-0.0912 spin_multiplicity=1 homo_energy_ev=-11.5
Al -2.251 -0.315 0.436
C -3.243 1.034 -2.214
N -3.214 -0.209 -1.429
C -2.647 -1.289 -2.267
C -4.602 -0.556 -1.033
C -4.594 -1.721 -0.072
C -5.678 -2.581 0.018
C -5.638 -3.634 0.920
C -4.513 -3.823 1.710
C -3.442 -2.946 1.621
C -3.454 -1.872 0.728
H -3.930 0.933 -3.058
H -2.252 1.255 -2.596
H -3.564 1.863 -1.585
H -3.262 -1.449 -3.157
H -2.594 -2.215 -1.698
H -1.641 -1.005 -2.575
H -5.204 -0.778 -1.920
H -5.036 0.325 -0.547
H -6.553 -2.430 -0.604
H -6.484 -4.304 1.002
H -4.478 -4.656 2.400
H -2.575 -3.101 2.255
Cl -0.573 2.671 -1.428
C -1.304 2.814 0.136
C -1.907 1.703 0.711
C -2.445 1.912 1.980
Cl -3.071 0.468 2.697
C -2.472 3.126 2.645
Cl -3.220 3.280 4.180
C -1.867 4.218 2.022
Cl -1.881 5.751 2.785
C -1.254 4.052 0.779
Cl -0.439 5.381 0.051
C 2.684 -1.169 3.458
C 3.550 -0.139 2.737
C 2.960 1.271 2.729
C 1.658 1.419 1.932
N 1.812 1.030 0.535
C 1.248 -0.019 -0.086
Se 0.004 -1.216 0.662
N 1.719 -0.095 -1.345
C 1.433 -1.136 -2.327
C 2.662 -1.942 -2.755
C 3.103 -3.031 -1.774
C 3.617 -2.508 -0.434
C 2.569 0.980 -1.564
C 3.227 1.424 -2.705
C 3.975 2.580 -2.589
C 4.051 3.284 -1.382
C 3.371 2.862 -0.256
C 2.635 1.690 -0.366
H 3.208 -2.121 3.530
H 1.744 -1.351 2.936
H 2.453 -0.835 4.471
H 3.744 -0.455 1.708
H 4.521 -0.091 3.233
H 3.707 1.955 2.323
H 2.747 1.584 3.753
H 1.335 2.462 1.956
H 0.868 0.807 2.363
H 0.989 -0.653 -3.201
H 0.697 -1.805 -1.885
H 3.501 -1.271 -2.952
H 2.402 -2.425 -3.699
H 3.890 -3.609 -2.260
H 2.269 -3.717 -1.598
H 4.359 -1.719 -0.579
H 4.088 -3.310 0.133
H 2.803 -2.119 0.180
H 3.137 0.907 -3.650
H 4.504 2.958 -3.453
H 4.646 4.185 -1.332
H 3.393 3.440 0.657

=====

4.
14
Properties=species:S:1:pos:R:3 method="wB97M-V/def2-TZVPD" mol_weight_da=93.2 homo_lumo_gap_ev="9.168 / 6.452" e_lumo_ha="0.0332 / -0.0665" spin_multiplicity=2 homo_energy_ev="-8.3 / -8.3"
C 1.314 -1.343 1.124
O 0.259 -1.783 0.412
H 1.088 -0.421 1.680
H 1.463 -2.098 1.925
H 2.326 -1.238 0.707
C -0.266 0.649 -2.003
S -1.418 1.518 -0.944
C -1.191 0.894 0.754
H 0.778 0.758 -1.688
H -0.314 1.094 -2.994
H -0.420 -0.431 -2.061
H -0.515 1.538 1.309
H -2.173 1.010 1.208
H -0.930 -0.147 0.571

=====

5.
11
Properties=species:S:1:pos:R:3 method="wB97M-V/def2-TZVPD" smiles="Nc1nn(O)c(=O)o1" mol_weight_da=117.1 homo_lumo_gap_ev=9.776 e_lumo_ha=0.0245 spin_multiplicity=1 homo_energy_ev=-9.1
N -1.605 -1.768 0.748
C -0.817 -0.766 0.383
N -1.055 -0.103 -0.689
N -0.134 0.903 -0.594
O 0.617 0.884 -1.838
C 0.830 0.572 0.438
O 1.929 0.937 0.692
O 0.306 -0.452 1.116
H -1.372 -2.407 1.448
H -2.164 -2.133 0.046
H 0.205 1.529 -2.433

=====

6.
43
Properties=species:S:1:pos:R:3 method="wB97M-V/def2-TZVPD" smiles="Cc1nc2c(OCc3c(Cl)ccc(N(C)S(C)(=O)=O)c3Cl)cccn2c1Br" mol_weight_da=493.2 homo_lumo_gap_ev=8.562 e_lumo_ha=0.0152 spin_multiplicity=1 homo_energy_ev=-8.1
C 2.623 -1.845 -5.193
C 1.895 -2.449 -4.038
N 1.753 -1.916 -2.785
C 0.814 -2.608 -2.150
C 0.161 -2.484 -0.765
O 0.445 -1.451 0.032
C 0.268 -0.281 -0.712
C -0.632 0.618 0.168
C -1.998 0.571 0.017
Cl -2.665 -0.782 -0.921
C -2.827 1.387 0.773
C -2.317 2.149 1.834
C -0.904 2.094 2.113
N -0.372 2.601 3.309
C 0.592 1.892 4.174
S -0.687 4.264 3.840
C 0.722 5.131 3.233
O -1.946 4.891 3.258
O -0.798 4.287 5.305
C -0.086 1.431 1.248
Cl 1.605 1.480 1.358
C -0.728 -3.485 -0.413
C -1.008 -4.680 -1.185
C -0.435 -4.675 -2.454
N 0.479 -3.673 -2.947
C 1.093 -3.545 -4.151
Br 0.923 -4.649 -5.690
H 1.995 -1.002 -5.550
H 3.657 -1.478 -4.805
H 2.638 -2.570 -5.968
H 1.221 0.140 -0.898
H -0.153 -0.429 -1.765
H -3.872 1.228 0.528
H -2.916 2.735 2.437
H 0.615 0.928 3.913
H 0.324 1.846 5.249
H 1.620 2.274 4.055
H 1.011 5.997 3.869
H 0.487 5.548 2.298
H 1.636 4.472 3.052
H -1.461 -3.340 0.441
H -1.835 -5.308 -0.990
H -0.936 -5.315 -3.124

=====

In kcal/mol, the relative energy (zero: lowest compared OMol25 entry of this formula, charge and spin) values for the records above are, in order, 108.86, 0.00, 9.53, 41.86, 21.61, 10.11.